The following is a DFT calculation (ωB97M-V with the def2-TZVPD basis set) of a cluster of 2 separate species, C2H5I2N in total at a distorted geometry.

The geometry in XYZ format:
```
10
Properties=species:S:1:pos:R:3
H 1.201 1.494 -1.144
H -0.276 -2.172 0.325
C -0.176 -1.076 0.192
C 0.672 1.075 -0.153
H -2.831 0.093 1.061
N 0.757 -0.350 0.040
I 3.144 -1.252 -0.408
H -0.278 1.529 -0.256
I -3.526 -0.828 -0.218
H 1.313 1.486 0.561
```

Summary:
Largest force on an atom: 4.5 eV/Å
Gap between HOMO and LUMO (spin up / spin down): 6.969 / 7.936 eV
HOMO (spin up / spin down): -8.34 / -8.67 eV